a) Formula: C6H12N3O2
Source: OMol25
Level of theory: the ωB97M-V functional and the def2-TZVPD basis

Each line ends with the Löwdin charge.
Cartesian coordinates (Å):
C  -1.123  -0.175  0.243  0.06
C  -0.465  0.868  0.905  -0.20
C  -0.428  -0.426  -0.933  -0.20
C  0.648  0.403  2.512  -0.16
C  -1.872  -0.709  -2.912  -0.07
C  -0.729  -1.314  -2.086  -0.16
N  1.107  1.517  3.050  0.09
N  0.586  0.450  -1.015  -0.21
N  1.802  -0.358  1.889  0.18
O  1.526  0.531  -1.776  0.08
O  0.552  1.300  0.098  0.05
H  -1.992  -0.686  0.602  0.14
H  -0.988  1.634  1.453  0.14
H  -1.629  0.306  -3.220  0.09
H  -2.795  -0.685  -2.338  0.08
H  -2.031  -1.308  -3.806  0.08
H  -1.018  -2.305  -1.735  0.12
H  0.164  -1.396  -2.707  0.12
H  0.461  2.067  3.597  0.13
H  2.003  1.958  2.861  0.13
H  2.431  0.215  1.299  0.16
H  2.348  -0.738  2.673  0.17
H  1.442  -1.150  1.346  0.16

Computed properties:
Charge ... +1
E_LUMO (alpha / beta) ... -4.52 / -4.55 eV

***

b) Formula: C6H12N3O2
Source: OMol25
Level of theory: the ωB97M-V functional and the def2-TZVPD basis

Each line ends with the Löwdin charge.
Cartesian coordinates (Å):
C  2.877  -0.857  -0.606  -0.07
C  2.702  -0.113  0.662  -0.18
O  1.402  0.474  0.851  -0.03
C  0.337  -0.108  0.308  -0.53
O  0.028  -1.372  0.693  0.12
C  -0.923  0.884  0.477  0.01
C  -2.318  0.473  0.293  -0.26
N  -3.347  0.627  1.184  0.20
N  -2.419  -0.004  -0.925  0.08
N  -1.268  0.069  -1.744  0.05
C  -0.235  0.568  -0.901  -0.11
H  2.512  -0.352  -1.446  0.06
H  3.921  -0.866  -0.806  0.08
H  2.618  -1.957  -0.679  0.12
H  3.335  0.796  0.659  0.14
H  2.821  -0.757  1.540  0.13
H  0.051  -1.338  1.639  0.12
H  -0.593  1.811  1.033  0.18
H  -3.218  0.781  2.218  0.17
H  -4.188  0.173  0.852  0.12
H  -3.106  -0.781  -1.283  0.24
H  -1.467  0.663  -2.617  0.19
H  0.480  1.187  -1.400  0.16

Computed properties:
SMILES ... CCO[C@@]1(O)[C@@H]2C(=[NH2+])NN[C@@H]21
Charge ... +1
E_LUMO ... -3.28 eV

***

Energy above the most stable structure, in hartree: a) 0.1202; b) 0.0000

***

a) Formula: C4H10ClNSi
Source: OMol25
Level of theory: the ωB97M-V functional and the def2-TZVPD basis

Each line ends with the Löwdin charge.
Cartesian coordinates (Å):
C  2.676  -1.099  1.348  -0.11
C  1.528  -1.175  0.697  -0.29
Si  0.022  -0.011  1.211  0.24
Cl  0.297  0.846  3.116  0.23
N  -0.586  1.379  0.202  -0.18
C  -0.759  0.855  -1.226  -0.38
C  -2.016  0.133  -1.667  -0.13
H  3.437  -1.941  1.215  0.08
H  2.956  -0.150  1.891  0.06
H  1.121  -2.033  0.160  0.04
H  -1.251  -0.724  1.330  -0.03
H  0.158  2.052  0.273  0.03
H  0.031  0.225  -1.529  0.06
H  -0.548  1.826  -1.717  0.11
H  -2.898  0.838  -1.477  0.09
H  -2.043  -0.117  -2.760  0.07
H  -2.125  -0.906  -1.068  0.10

Computed properties:
SMILES ... C=C[Si@@H](Cl)NCC
E_LUMO ... 0.78 eV

***

b) Formula: C4H10ClNSi
Source: OMol25
Level of theory: the ωB97M-V functional and the def2-TZVPD basis

Each line ends with the Löwdin charge.
Cartesian coordinates (Å):
C  -3.693  -0.278  -0.668  -0.11
C  -2.751  -0.049  0.252  -0.36
C  3.243  0.844  -0.091  -0.11
C  1.711  0.790  0.403  -0.38
N  0.718  0.538  -0.618  0.02
Si  -1.412  -1.382  0.436  0.34
Cl  -1.853  -3.135  -0.513  0.25
H  -4.447  0.427  -0.959  0.04
H  -3.502  -1.140  -1.415  0.05
H  -2.838  0.676  1.054  0.04
H  3.669  -0.105  0.054  0.03
H  3.312  1.043  -1.147  0.05
H  3.834  1.646  0.461  0.09
H  1.741  -0.140  1.179  0.12
H  1.734  1.700  0.957  0.06
H  1.042  -0.258  -1.035  -0.06
H  -0.508  -1.178  1.649  -0.07

Computed properties:
E_LUMO (alpha / beta) ... -0.34 / -0.41 eV

***

Energy above the most stable structure, in hartree: a) 0.0000; b) 0.1503